a.
Below is a 2-piece molecular cluster, C2H4FNO3 overall, with properties calculated with wB97M-V/def2-TZVPD.

Last column: Löwdin charge in e.
Cartesian coordinates (Å):
C (0.516, 0.424, -0.173)  0.01
C (-0.560, -0.607, -0.217)  -0.42
N (-2.420, 0.214, 0.100)  -0.31
O (-2.643, 1.297, -0.327)  0.07
O (-2.968, -0.591, 0.828)  0.02
O (-0.606, -1.487, 0.746)  0.10
F (-0.903, -1.160, -1.440)  0.06
H (0.999, 0.441, 0.748)  0.06
H (1.274, 0.224, -0.988)  0.11
H (0.319, 1.568, -0.511)  0.15
H (-1.398, -2.080, 0.762)  0.15

Calculated values
Highest occupied orbital energy, eV: -9.05
2S+1: 1
LUMO level, eV: 0.6
Kohn-Sham gap, eV: 9.66



b.
Below is an isolated molecule of C2H4FNO3, with properties calculated with wB97M-V/def2-TZVPD.

Last column: Löwdin charge in e.
Cartesian coordinates (Å):
C (-0.181, -0.434, -0.228)  -0.01
C (1.224, 0.019, -0.256)  -0.53
N (1.914, -1.342, -0.444)  -0.33
O (2.755, -1.366, -1.306)  0.12
O (1.513, -2.270, 0.246)  0.08
O (1.600, 0.514, 0.987)  0.10
F (1.671, 0.809, -1.297)  0.10
H (-0.964, 0.364, -0.280)  0.11
H (-0.482, -0.967, -1.201)  0.13
H (-0.402, -1.149, 0.614)  0.12
H (2.164, 1.255, 0.740)  0.12

Calculated values
Highest occupied orbital energy, eV: -11.13
2S+1: 1
LUMO level, eV: 0.2
Kohn-Sham gap, eV: 11.31
SMILES string: C[C@](O)(F)[N+](=O)[O-]



Last place for stability: a



a.
Below is an isolated molecule of CH5N2OP, with properties calculated with wB97M-V/def2-TZVPD.

Last column: Löwdin charge in e.
Cartesian coordinates (Å):
C (-0.154, 1.168, -0.221)  -0.32
N (0.962, -1.098, 0.221)  -0.02
N (0.288, 0.120, 0.727)  -0.32
O (-1.944, -0.949, -0.847)  -0.54
P (-1.797, 0.009, 0.242)  0.78
H (0.035, 2.179, 0.256)  0.07
H (0.146, 1.060, -1.353)  0.09
H (0.414, -1.978, 0.339)  0.08
H (1.258, -1.017, -0.807)  0.10
H (0.792, 0.507, 1.445)  0.07

Calculated values
Highest occupied orbital energy, eV: -8.47
2S+1: 1
LUMO level, eV: 1.0
Kohn-Sham gap, eV: 9.49
SMILES string: N[N@H+]1CP1[O-]



b.
Below is an isolated molecule of CH5N2OP, with properties calculated with wB97M-V/def2-TZVPD.

Last column: Löwdin charge in e.
Cartesian coordinates (Å):
C (0.136, -1.112, 0.343)  -0.28
N (0.673, 1.153, -0.246)  -0.01
N (0.224, -0.067, -0.663)  -0.41
O (-2.116, 0.776, 0.521)  -0.56
P (-1.850, -0.414, -0.270)  0.82
H (0.501, -2.057, 0.022)  0.02
H (0.683, -0.731, 1.342)  0.10
H (-0.051, 1.884, -0.277)  0.08
H (1.071, 1.090, 0.704)  0.08
H (0.728, -0.522, -1.476)  0.15

Calculated values
Highest occupied orbital energy, eV: -8.16
2S+1: 1
LUMO level, eV: 0.8
Kohn-Sham gap, eV: 8.98
SMILES string: N[N@H+]1CP1[O-]



Last place for stability: b



a.
Below is an isolated molecule of C3H5N3, with properties calculated with wB97M-V/def2-TZVPD.

Last column: Löwdin charge in e.
Cartesian coordinates (Å):
C (-1.664, -0.424, 0.002)  -0.04
C (-0.138, -0.318, -0.121)  -0.32
N (0.841, -1.198, -0.150)  0.10
N (2.041, -0.372, -0.177)  -0.08
N (1.761, 0.925, -0.054)  0.00
C (0.469, 1.033, -0.070)  -0.13
H (-1.906, 0.195, 0.876)  0.07
H (-2.137, 0.067, -0.857)  0.07
H (-2.180, -1.383, 0.148)  0.08
H (2.828, -0.583, 0.449)  0.14
H (0.086, 2.057, -0.046)  0.11

Calculated values
Highest occupied orbital energy, eV: -9.89
2S+1: 1
LUMO level, eV: 1.1
Kohn-Sham gap, eV: 10.95
SMILES string: Cc1cn[nH]n1



b.
Below is an isolated molecule of C3H5N3, with properties calculated with wB97M-V/def2-TZVPD.

Last column: Löwdin charge in e.
Cartesian coordinates (Å):
C (-1.039, 0.967, 0.944)  -0.14
N (0.348, 0.721, 0.617)  0.02
C (0.651, -0.189, -0.217)  -0.46
N (-0.141, -1.065, -0.913)  0.14
C (2.076, -0.326, -0.514)  -0.14
N (3.204, -0.414, -0.751)  0.16
H (-1.081, 1.826, 1.619)  0.07
H (-1.643, 1.209, 0.056)  0.08
H (-1.510, 0.117, 1.460)  0.08
H (-1.136, -1.106, -0.766)  0.09
H (0.271, -1.741, -1.535)  0.10

Calculated values
Highest occupied orbital energy, eV: -9.85
2S+1: 1
LUMO level, eV: 0.6
Kohn-Sham gap, eV: 10.48
SMILES string: C/N=C(\N)C#N



c.
Below is an isolated molecule of C3H5N3, with properties calculated with wB97M-V/def2-TZVPD.

Last column: Löwdin charge in e.
Cartesian coordinates (Å):
N (1.461, 0.394, 1.023)  0.04
C (0.376, 0.019, 0.199)  -0.36
C (-0.785, 0.773, 0.100)  -0.18
N (-1.720, 0.297, -0.687)  0.05
N (-0.860, -1.305, -1.340)  0.17
C (0.201, -1.107, -0.649)  -0.23
H (2.332, 0.512, 0.523)  0.07
H (1.599, -0.218, 1.817)  0.07
H (-0.874, 1.707, 0.663)  0.13
H (-2.565, 0.896, -0.736)  0.11
H (0.835, -1.969, -0.913)  0.13

Calculated values
Highest occupied orbital energy, eV: -8.20
2S+1: 1
LUMO level, eV: 0.3
Kohn-Sham gap, eV: 8.55



Last place for stability: c



a.
Below is an isolated molecule of C3H5N3O, with properties calculated with wB97M-V/def2-TZVPD.

Last column: Löwdin charge in e.
Cartesian coordinates (Å):
N (-1.935, -0.569, 0.892)  0.11
C (-0.717, -0.196, 0.327)  -0.47
N (0.380, -0.920, 0.331)  0.15
C (1.324, -0.118, -0.256)  -0.43
O (2.595, -0.552, -0.418)  0.05
C (0.813, 1.084, -0.635)  -0.05
N (-0.532, 1.012, -0.251)  0.09
H (-1.878, -1.529, 1.211)  0.09
H (-2.715, -0.466, 0.255)  0.09
H (2.617, -1.456, -0.075)  0.11
H (1.239, 1.929, -1.149)  0.11
H (-1.190, 1.774, -0.234)  0.15

Calculated values
Highest occupied orbital energy, eV: -7.70
2S+1: 1
LUMO level, eV: 0.9
Kohn-Sham gap, eV: 8.56
SMILES string: Nc1nc(O)c[nH]1



b.
Below is an isolated molecule of C3H5N3O, with properties calculated with wB97M-V/def2-TZVPD.

Last column: Löwdin charge in e.
Cartesian coordinates (Å):
C (0.936, -0.598, 0.869)  -0.13
C (1.280, 0.034, -0.173)  0.08
C (-0.577, -0.690, 0.973)  -0.17
N (-0.480, 1.464, -1.681)  -0.14
N (-1.143, -0.299, -0.369)  -0.05
N (-0.216, 0.437, -0.997)  -0.12
O (0.405, 2.134, -2.205)  -0.10
H (1.587, -1.271, 1.578)  0.16
H (2.216, 0.327, -0.600)  0.09
H (-1.084, -1.755, 1.159)  0.16
H (-0.874, 0.072, 1.691)  0.10
H (-2.048, 0.147, -0.247)  0.13

Calculated values
Highest occupied orbital energy, eV: -8.31
2S+1: 1
LUMO level, eV: 0.8
Kohn-Sham gap, eV: 9.06
SMILES string: O=NN1C=CCN1



Last place for stability: b



a.
Below is a 2-piece molecular cluster, C3H5N3O overall, with properties calculated with wB97M-V/def2-TZVPD.

Last column: Löwdin charge in e.
Cartesian coordinates (Å):
O (-2.393, 0.858, -0.326)  0.04
C (-1.657, 0.048, 0.427)  -0.13
C (-0.313, 0.255, 0.651)  -0.42
N (0.359, 1.075, -0.207)  0.04
N (1.351, 0.265, -0.515)  -0.08
C (1.519, -0.703, 0.484)  -0.22
N (0.490, -0.726, 1.245)  0.12
H (-1.775, 1.456, -0.786)  0.11
H (0.167, -1.055, -1.302)  0.15
H (-2.221, -0.714, 0.954)  0.13
H (2.084, 0.591, -1.136)  0.15
H (2.388, -1.349, 0.510)  0.12

Calculated values
Highest occupied orbital energy (alpha / beta), eV: -9.02 / -7.45
2S+1: 1
LUMO level (alpha / beta), eV: -0.1 / -0.2
Kohn-Sham gap (alpha / beta), eV: 8.90 / 7.28



b.
Below is an isolated molecule of C3H5N3O, with properties calculated with wB97M-V/def2-TZVPD.

Last column: Löwdin charge in e.
Cartesian coordinates (Å):
C (-0.550, 0.366, -2.834)  -0.33
C (0.361, 0.555, 0.551)  -0.24
C (-0.900, 0.151, -0.338)  -0.17
N (2.039, -0.947, 0.613)  0.08
N (1.481, -0.075, -0.023)  -0.12
N (-0.591, 0.553, -1.681)  0.12
O (-0.375, 0.292, -3.999)  0.13
H (0.575, 1.731, 0.258)  0.17
H (0.254, 0.291, 1.570)  0.08
H (-0.967, -0.933, -0.091)  0.12
H (-1.736, 0.735, 0.104)  0.12
H (1.629, -1.008, 1.528)  0.03

Calculated values
Highest occupied orbital energy, eV: -9.54
2S+1: 1
LUMO level, eV: 0.5
Kohn-Sham gap, eV: 10.08
SMILES string: [H]/N=N\CCN=C=O



Last place for stability: a



a.
Below is an isolated molecule of C3H5N3O, with properties calculated with wB97M-V/def2-TZVPD.

Last column: Löwdin charge in e.
Cartesian coordinates (Å):
C (-0.934, 1.492, 1.461)  -0.09
C (0.152, 0.301, -0.428)  -0.57
C (0.755, -1.713, -0.460)  -0.09
H (-2.036, 1.911, 1.501)  0.09
H (-0.665, 0.595, 1.968)  0.02
H (-0.207, 2.388, 1.842)  0.11
H (1.167, -2.665, -0.355)  0.10
H (0.528, -1.638, -2.432)  0.13
N (-0.676, 1.104, -0.026)  0.05
N (0.363, -0.812, 0.400)  0.16
N (1.113, -1.125, -1.766)  0.06
O (0.441, 0.160, -1.705)  0.03

Calculated values
Highest occupied orbital energy, eV: -8.82
2S+1: 1
LUMO level, eV: 0.4
Kohn-Sham gap, eV: 9.23
SMILES string: C/N=c1\nc[nH]o1



b.
Below is a 2-piece molecular cluster, C3H5N3O overall, with properties calculated with wB97M-V/def2-TZVPD.

Last column: Löwdin charge in e.
Cartesian coordinates (Å):
C (-1.744, -0.754, 0.617)  -0.12
C (-0.575, 0.087, 0.351)  -0.11
C (0.296, 0.899, 0.186)  -0.22
N (1.124, 1.982, 0.137)  0.04
N (2.279, -0.479, -1.034)  0.24
N (1.554, -1.335, -0.941)  -0.29
O (0.730, -2.169, -0.803)  0.09
H (-2.638, -0.125, 0.561)  0.08
H (-1.746, -1.214, 1.612)  0.08
H (-1.852, -1.548, -0.118)  0.06
H (0.605, 2.799, -0.161)  0.09
H (1.967, 1.858, -0.407)  0.06

Calculated values
Highest occupied orbital energy, eV: -8.48
2S+1: 1
LUMO level, eV: 1.0
Kohn-Sham gap, eV: 9.46
SMILES string: N#[N+][O-].CC#CN



Last place for stability: a



a.
Below is an isolated molecule of C3H5N3O, with properties calculated with wB97M-V/def2-TZVPD.

Last column: Löwdin charge in e.
Cartesian coordinates (Å):
N (0.853, -0.269, -0.030)  -0.23
C (-1.289, -0.175, 0.087)  -0.44
N (2.020, -0.935, 0.184)  0.05
C (0.316, 1.271, -0.038)  0.04
C (-1.003, 1.205, 0.257)  -0.03
O (-2.506, -0.645, -0.235)  0.05
N (-0.239, -0.997, 0.042)  0.08
H (-2.434, -1.604, -0.339)  0.11
H (2.792, -0.393, 0.551)  0.09
H (2.330, -1.537, -0.577)  0.09
H (0.895, 2.113, -0.377)  0.08
H (-1.734, 1.966, 0.474)  0.11

Calculated values
Highest occupied orbital energy, eV: -7.55
2S+1: 1
LUMO level, eV: 1.0
Kohn-Sham gap, eV: 8.58
SMILES string: Nn1ccc(O)n1



b.
Below is an isolated molecule of C3H5N3O, with properties calculated with wB97M-V/def2-TZVPD.

Last column: Löwdin charge in e.
Cartesian coordinates (Å):
C (1.830, -0.783, -0.136)  -0.27
C (2.191, 0.460, 0.334)  -0.09
C (-0.807, 0.214, -0.221)  -0.16
N (0.797, -1.547, 0.004)  -0.03
N (-0.480, -1.098, -0.028)  -0.08
N (-2.055, 0.472, 0.119)  0.05
O (3.174, 1.204, -0.200)  -0.01
H (2.772, -1.485, -0.202)  0.15
H (-1.067, -1.936, -0.063)  0.14
H (-2.578, -0.205, 0.511)  0.03
H (-2.402, 1.479, 0.144)  0.14
H (3.747, 1.649, 0.461)  0.12

Calculated values
Highest occupied orbital energy, eV: -7.54
2S+1: 1
LUMO level, eV: 0.1
Kohn-Sham gap, eV: 7.60



Last place for stability: b